(1)
Below is one molecule with the formula C22H31N3O4 in a non-equilibrium geometry, with properties calculated with the ωB97M-V functional and the def2-TZVPD basis.

Atoms and positions in Å:
C 5.798 1.043 3.076
O 5.208 1.173 1.805
C 5.276 0.119 0.946
C 5.894 -1.094 1.216
C 5.891 -2.086 0.247
C 5.288 -1.889 -0.975
C 4.665 -0.670 -1.248
O 4.101 -0.563 -2.489
C 3.433 0.623 -2.831
C 2.200 0.877 -2.019
C 1.568 2.032 -1.659
C 0.434 1.591 -0.925
C -0.516 2.570 -0.320
O -0.170 3.744 -0.300
N -1.709 2.164 0.162
C -2.598 3.192 0.662
C -2.199 0.797 0.124
C -2.906 0.396 1.416
C -3.309 -1.086 1.375
C -4.285 -1.359 2.531
C -2.084 -1.998 1.569
N -4.061 -1.330 0.155
C -3.585 -0.893 -1.148
C -4.797 -0.993 -2.088
C -2.454 -1.753 -1.743
C -3.155 0.577 -1.052
N 0.428 0.279 -0.868
O 1.509 -0.168 -1.542
C 4.661 0.329 -0.291
H 5.619 1.991 3.581
H 6.876 0.870 3.002
H 5.338 0.234 3.652
H 6.374 -1.280 2.163
H 6.372 -3.030 0.458
H 5.280 -2.655 -1.732
H 4.094 1.498 -2.757
H 3.151 0.487 -3.882
H 1.839 3.046 -1.858
H -2.668 3.148 1.750
H -2.187 4.160 0.377
H -3.591 3.077 0.230
H -1.324 0.164 -0.005
H -2.252 0.570 2.271
H -3.814 0.987 1.540
H -3.848 -1.059 3.479
H -4.527 -2.418 2.581
H -5.207 -0.805 2.375
H -2.369 -3.038 1.417
H -1.279 -1.761 0.882
H -1.704 -1.895 2.583
H -4.344 -2.302 0.111
H -5.652 -0.488 -1.646
H -4.575 -0.536 -3.049
H -5.063 -2.034 -2.253
H -1.496 -1.556 -1.275
H -2.355 -1.543 -2.806
H -2.687 -2.809 -1.627
H -2.670 0.875 -1.983
H -4.048 1.189 -0.915
H 4.192 1.286 -0.448

Values from the calculation:
* ΔE to the lowest compared entry with this formula, charge and spin: 94.5 kcal per mole
* HOMO: -8.4 eV
* 2S+1: 1
* lowest unoccupied orbital energy: 0.7239 eV
* structure (SMILES): COc1cccc(OCc2cc(C(=O)N(C)C3CC(C)(C)NC(C)(C)C3)no2)c1
* net charge: 0

***

(2)
Below is one molecule with the formula C22H31N3O5 in a non-equilibrium geometry, with properties calculated with the ωB97M-V functional and the def2-TZVPD basis.

Atoms and positions in Å:
C 2.399 -2.059 4.624
C 2.764 -1.385 3.188
O 1.934 -0.247 2.905
C 0.792 -0.979 2.349
O 0.543 -2.240 2.246
N 0.040 0.080 1.865
C 0.299 1.465 2.004
C -0.885 1.991 2.550
C -2.300 1.740 1.852
N -2.204 2.502 0.586
C -3.356 2.229 -0.158
O -4.543 1.972 0.157
C -3.024 2.760 -1.585
C -2.262 1.707 -2.436
C -0.867 1.203 -1.983
O -0.282 2.170 -1.464
N -0.380 0.035 -2.329
C -1.054 -0.610 -3.173
C -0.163 -1.735 -3.703
C -1.080 -2.892 -4.527
O 0.504 -2.518 -2.777
C 1.077 -1.667 -1.871
C 2.218 -2.267 -1.105
C 3.136 -1.406 -0.622
C 2.780 0.115 -0.321
C 3.815 0.888 0.409
C 1.724 0.559 -1.191
C 1.080 -0.174 -1.986
C -2.446 0.304 1.792
C -1.403 -0.366 1.228
H 3.256 -2.759 4.893
H 2.100 -1.381 5.347
H 1.514 -2.414 4.546
H 3.771 -0.890 3.158
H 2.893 -2.192 2.522
H 1.047 1.614 2.624
H 0.413 1.757 1.069
H -0.650 3.201 2.624
H -1.124 1.993 3.786
H -3.128 2.314 2.503
H -1.290 2.542 0.259
H -2.287 3.685 -1.795
H -3.935 2.976 -2.146
H -3.126 0.846 -2.257
H -2.272 1.928 -3.625
H -1.814 -0.467 -3.875
H -1.842 -1.279 -2.465
H 0.570 -1.540 -4.382
H -1.822 -3.246 -3.720
H -0.410 -3.623 -4.784
H -1.537 -2.518 -5.487
H 2.226 -3.294 -1.234
H 3.901 -2.057 0.149
H 3.693 1.973 0.063
H 3.630 0.932 1.363
H 4.680 0.663 0.197
H 1.486 1.651 -1.061
H -3.350 0.076 1.236
H -2.634 0.002 2.681
H -1.514 -1.460 1.188
H -1.299 -0.205 0.100

Values from the calculation:
* ΔE to the lowest compared entry with this formula, charge and spin: 378.1 kcal per mole
* HOMO: -7.9 eV
* 2S+1: 1
* lowest unoccupied orbital energy: 0.2147 eV
* structure (SMILES): CCOC(=O)N1CCC(NC(=O)CCC(=O)N2C[C@H](C)Oc3ccc(C)cc32)CC1
* net charge: 0

***

(3)
Below is one molecule with the formula C22H31N3OS, with properties calculated with the ωB97M-V functional and the def2-TZVPD basis.

Atoms and positions in Å:
C -2.852 -0.959 -1.860
C -3.154 -0.265 -0.567
C -4.049 0.797 -0.546
C -4.396 1.416 0.639
C -3.861 0.969 1.834
C -2.958 -0.081 1.852
C -2.390 -0.589 3.142
C -2.592 -0.681 0.643
N -1.684 -1.768 0.697
C -0.646 -2.019 -0.149
S -0.279 -3.603 -0.492
N 0.074 -0.982 -0.628
C 1.121 -1.236 -1.594
C 2.459 -1.611 -0.940
N 3.069 -0.482 -0.253
C 3.820 -0.854 0.937
C 3.858 0.299 1.945
C 5.060 1.236 1.809
C 5.458 1.560 0.366
C 4.279 1.681 -0.599
C 3.831 0.339 -1.177
C 0.158 0.289 0.070
C -0.589 1.410 -0.580
C -0.724 1.815 -1.876
C -1.538 2.975 -1.848
C -1.826 3.194 -0.539
O -1.255 2.256 0.235
H -2.729 -2.030 -1.712
H -1.934 -0.575 -2.301
H -3.662 -0.796 -2.567
H -4.485 1.133 -1.476
H -5.094 2.241 0.633
H -4.144 1.441 2.763
H -1.319 -0.769 3.056
H -2.861 -1.535 3.415
H -2.565 0.122 3.945
H -2.040 -2.606 1.140
H 0.802 -2.068 -2.225
H 1.232 -0.341 -2.208
H 2.254 -2.406 -0.221
H 3.123 -2.027 -1.714
H 4.841 -1.188 0.696
H 3.299 -1.694 1.402
H 2.931 0.863 1.835
H 3.866 -0.114 2.956
H 5.923 0.792 2.310
H 4.823 2.164 2.335
H 6.134 0.790 -0.012
H 6.018 2.497 0.370
H 4.585 2.305 -1.443
H 3.437 2.175 -0.114
H 4.721 -0.205 -1.546
H 3.190 0.537 -2.040
H 1.230 0.529 0.127
H -0.222 0.182 1.088
H -0.307 1.356 -2.749
H -1.855 3.558 -2.687
H -2.400 3.953 -0.045

Values from the calculation:
* ΔE to the lowest compared entry with this formula, charge and spin: 15.1 kcal per mole
* HOMO: -7.9 eV
* 2S+1: 1
* lowest unoccupied orbital energy: 0.7388 eV
* structure (SMILES): Cc1cccc(C)c1NC(=S)N(CCN1CCCCCC1)Cc1ccco1
* net charge: 0

***

(4)
Below is C22H32BCaN7 as an isolated structure in a non-equilibrium geometry, with properties calculated with the ωB97M-V functional and the def2-TZVPD basis.

Atoms and positions in Å:
H 0.809 -3.121 -1.569
N 1.843 -1.269 -1.901
B 3.668 0.456 -2.488
N 3.093 -0.991 -2.455
C 3.663 -2.138 -2.881
Ca 0.202 0.152 -1.092
H 4.632 -2.123 -3.359
C 2.805 -3.200 -2.584
H 2.969 -4.239 -2.801
C 1.684 -2.618 -1.964
H 4.659 0.491 -3.155
C 0.064 3.200 2.871
H -0.975 3.465 2.643
H 0.400 2.463 2.129
H 0.709 4.080 2.813
N 3.999 0.889 -1.019
N 2.639 1.520 -2.995
N 3.001 0.872 -0.068
N 1.412 1.714 -2.362
C 5.142 1.370 -0.489
C 2.824 2.476 -3.924
H 6.029 1.455 -1.102
H 3.729 2.479 -4.522
C 4.898 1.680 0.851
C 1.738 3.352 -3.885
C 3.540 1.350 1.062
C 0.887 2.852 -2.881
H 5.594 2.091 1.560
H 1.593 4.233 -4.479
H 2.965 1.448 1.975
H -0.046 3.276 -2.525
H 0.119 2.766 3.861
C -4.403 -2.048 3.883
C -3.163 -1.972 3.034
C -2.105 -2.857 3.270
C -0.931 -2.796 2.512
C 0.166 -3.780 2.812
C -0.813 -1.824 1.518
C -1.907 -0.954 1.174
C -3.065 -1.042 2.001
N -1.786 -0.127 0.091
C -2.920 0.556 -0.576
C -4.047 -0.418 -0.919
C -3.461 1.711 0.276
C -2.392 1.157 -1.893
H -4.925 -3.007 3.757
H -4.167 -1.957 4.952
H -5.109 -1.249 3.629
H -2.202 -3.596 4.069
H 0.501 -3.690 3.855
H -0.184 -4.813 2.676
H 1.024 -3.616 2.154
H 0.127 -1.760 0.950
H -3.903 -0.370 1.833
H -4.550 -0.807 -0.031
H -4.797 0.088 -1.539
H -3.658 -1.273 -1.485
H -2.641 2.348 0.637
H -4.134 2.331 -0.332
H -4.022 1.367 1.149
H -1.629 1.939 -1.723
H -1.984 0.381 -2.565
H -3.211 1.645 -2.437

Values from the calculation:
* ΔE to the lowest compared entry with this formula, charge and spin: 0.0 kcal per mole
* HOMO: -6.4 eV
* 2S+1: 1
* lowest unoccupied orbital energy: 0.3232 eV
* net charge: 0

***

(5)
Below is C22H32Cl2HoN6O2 as an isolated structure in a non-equilibrium geometry, with properties calculated with the ωB97M-V functional and the def2-TZVPD basis.

Atoms and positions in Å:
Ho -0.917 0.136 -1.716
C -3.463 -2.899 2.089
N -2.294 -2.049 1.908
C -1.415 -1.758 3.035
C -1.957 -1.584 0.583
N -1.738 -0.347 0.311
C -1.918 0.817 1.180
C -3.025 0.761 2.063
C -3.362 1.793 2.908
C -2.617 2.952 2.908
C -1.530 3.100 2.044
C -0.858 4.326 2.107
C 0.205 4.588 1.276
C 0.640 3.625 0.391
C 0.041 2.348 0.289
N 0.589 1.470 -0.742
C 1.824 1.360 -1.117
N 2.100 0.552 -2.274
C 1.155 0.424 -3.361
C 3.374 -0.144 -2.422
N 2.913 2.005 -0.430
C 3.987 2.634 -1.187
C 3.038 1.988 1.018
C -1.127 2.052 1.132
N -1.854 -2.546 -0.478
C -2.182 -2.196 -1.852
C -1.438 -3.914 -0.229
H -3.598 -3.199 3.149
H -3.398 -3.824 1.487
H -4.376 -2.349 1.775
H -1.792 -2.223 3.975
H -1.310 -0.677 3.229
H -0.411 -2.172 2.832
H -3.675 -0.098 2.094
H -4.214 1.703 3.568
H -2.910 3.747 3.584
H -1.177 5.104 2.790
H 0.701 5.549 1.321
H 1.456 3.913 -0.255
H 0.275 1.091 -3.229
H 0.826 -0.629 -3.468
H 1.632 0.752 -4.311
H 4.019 -0.028 -1.530
H 3.910 0.240 -3.315
H 3.186 -1.229 -2.552
H 3.791 2.597 -2.280
H 4.955 2.136 -0.973
H 4.062 3.705 -0.901
H 2.203 1.432 1.495
H 3.072 3.024 1.417
H 3.979 1.473 1.302
H -2.607 -1.177 -1.931
H -2.973 -2.882 -2.226
H -1.285 -2.294 -2.498
H -1.174 -4.081 0.837
H -0.535 -4.145 -0.831
H -2.250 -4.615 -0.517
Cl 1.535 -4.056 -3.155
C 2.088 -3.335 -1.615
Cl 3.519 -2.302 -1.903
C 0.954 -2.541 -0.931
O 0.620 -2.981 0.215
O 0.472 -1.550 -1.555
H 2.415 -4.161 -0.976
H -0.156 0.587 -3.553

Values from the calculation:
* HOMO (alpha / beta): -8.5 / -8.5 eV
* 2S+1: 5
* lowest unoccupied orbital energy (alpha / beta): -2.8818 / -2.8610 eV
* net charge: +1

***

(6)
Below is C22H32ClN2NiO7S3 as an isolated structure in a non-equilibrium geometry, with properties calculated with the ωB97M-V functional and the def2-TZVPD basis.

Atoms and positions in Å:
Ni 0.024 -0.086 0.025
O -1.021 2.163 2.252
S -2.162 1.549 1.582
O -3.284 1.358 2.487
O -1.851 0.306 0.866
C -2.816 2.638 0.301
C -3.982 3.327 0.587
C -4.615 4.067 -0.398
C -4.083 4.113 -1.678
C -2.914 3.423 -1.957
C -2.289 2.675 -0.972
S -0.675 1.990 -1.366
O -0.211 2.836 -2.474
O 0.135 2.133 -0.173
O -0.756 0.595 -1.818
H -4.370 3.236 1.591
H -5.518 4.611 -0.165
H -4.565 4.690 -2.458
H -2.455 3.448 -2.933
C 5.114 2.446 -3.356
C 4.940 3.486 -2.256
C 4.322 2.901 -0.980
C 2.793 2.861 -1.008
N 2.320 1.976 -2.056
C 2.244 0.643 -1.839
S 2.529 -0.084 -0.340
N 2.098 -0.121 -2.936
C 2.159 -1.564 -2.880
C 3.602 -2.060 -2.729
C 4.497 -1.849 -3.950
C 4.133 -2.764 -5.114
H 5.474 2.911 -4.273
H 4.166 1.959 -3.556
H 5.834 1.691 -3.052
H 4.302 4.294 -2.621
H 5.917 3.917 -2.016
H 4.610 3.505 -0.118
H 4.688 1.885 -0.825
H 2.390 3.854 -1.218
H 2.412 2.530 -0.035
H 1.530 2.369 -2.576
H 1.697 0.314 -3.753
H 1.698 -1.966 -3.780
H 1.596 -1.901 -2.001
H 3.562 -3.124 -2.495
H 4.032 -1.544 -1.871
H 5.529 -2.057 -3.654
H 4.451 -0.806 -4.269
H 4.151 -3.803 -4.794
H 4.840 -2.647 -5.934
H 3.139 -2.542 -5.490
Cl -1.190 -2.439 -3.281
C -0.437 -3.600 -2.232
C -0.007 -4.798 -2.763
C 0.626 -5.729 -1.953
C 0.815 -5.441 -0.606
C 0.362 -4.257 -0.076
C -0.292 -3.279 -0.860
C -0.828 -2.097 -0.269
H -0.179 -5.012 -3.807
H 0.970 -6.665 -2.368
H 1.305 -6.164 0.031
H 0.483 -4.044 0.975
H -1.035 -2.212 0.796
H -1.654 -1.651 -0.828
O 0.624 0.064 2.160
H 0.031 -0.502 2.665
H 0.206 0.963 2.213

Values from the calculation:
* ΔE to the lowest compared entry with this formula, charge and spin: 6.3 kcal per mole
* HOMO (alpha / beta): -3.9 / -4.4 eV
* 2S+1: 3
* lowest unoccupied orbital energy (alpha / beta): 2.6393 / 2.6378 eV
* net charge: -1

***

(7)
Below is C22H32F24N6O18S8 as an isolated structure in a non-equilibrium geometry, with properties calculated with the ωB97M-V functional and the def2-TZVPD basis.

Atoms and positions in Å:
C 2.414 -0.494 3.238
C 1.970 -0.295 1.748
C 0.996 0.932 1.584
C 0.911 1.383 0.157
C 2.231 1.860 -0.329
C 3.220 0.701 -0.476
N 3.187 -0.051 0.943
O 4.210 -0.426 1.328
C 4.684 1.166 -0.590
C 2.879 -0.381 -1.562
C 1.364 -1.548 1.264
H 3.083 0.289 3.552
H 2.759 -1.549 3.310
H 1.549 -0.398 3.830
H 1.198 1.585 2.362
H -0.032 0.449 1.837
H 0.240 2.269 0.235
H 0.477 0.678 -0.569
H 2.792 2.520 0.320
H 2.114 2.342 -1.288
H 5.032 1.797 0.172
H 4.830 1.591 -1.630
H 5.327 0.329 -0.659
H 3.309 0.090 -2.480
H 1.812 -0.431 -1.640
H 3.247 -1.400 -1.363
H 0.462 -1.795 1.911
H 2.095 -2.348 1.273
H 0.970 -1.580 0.171
C -5.032 -0.869 -0.467
N -3.973 0.138 -0.729
C -3.736 0.279 -2.233
C -4.400 1.505 -0.260
C -2.682 -0.263 0.013
C -1.973 -1.593 -0.202
O -1.014 -1.523 -1.216
H -4.650 -1.775 -0.269
H -5.773 -0.744 -1.313
H -5.585 -0.535 0.463
H -2.965 1.073 -2.384
H -4.619 0.783 -2.590
H -3.593 -0.679 -2.704
H -3.696 2.257 -0.645
H -4.387 1.480 0.848
H -5.449 1.701 -0.530
H -3.013 -0.255 1.051
H -2.011 0.539 -0.175
H -2.660 -2.408 -0.354
H -1.492 -1.737 0.747
H -1.229 -2.223 -1.834
C -0.794 1.435 -5.500
F -0.526 2.032 -6.604
F -2.092 1.331 -5.392
F -0.229 0.207 -5.452
S -0.094 2.451 -4.024
O -0.967 3.590 -3.782
O 0.008 1.390 -3.007
N 1.299 2.941 -4.596
S 2.716 2.154 -4.600
O 3.366 2.260 -3.316
O 2.827 0.893 -5.254
C 3.660 3.436 -5.538
F 2.942 4.057 -6.441
F 4.250 4.378 -4.791
F 4.673 2.794 -6.171
C -2.888 -2.934 -5.086
F -3.864 -2.840 -6.017
F -2.024 -3.846 -5.435
F -2.362 -1.801 -4.799
S -3.790 -3.695 -3.529
O -4.699 -2.645 -3.066
O -4.377 -4.964 -4.001
N -2.590 -3.776 -2.534
S -1.965 -5.197 -1.995
O -1.802 -5.104 -0.594
O -2.568 -6.333 -2.580
C -0.257 -5.179 -2.743
F 0.349 -3.974 -2.703
F 0.559 -6.077 -2.188
F -0.451 -5.500 -4.045
C -5.627 -3.749 4.007
F -4.978 -4.117 2.899
F -6.819 -4.343 4.007
F -4.988 -4.183 5.095
S -5.949 -1.916 4.188
O -6.497 -1.420 2.935
O -6.784 -1.854 5.355
N -4.540 -1.382 4.673
S -3.609 -0.444 3.855
O -2.317 -0.938 3.539
O -4.244 0.418 2.896
C -3.312 0.790 5.259
F -2.752 0.195 6.361
F -2.416 1.701 4.831
F -4.378 1.453 5.694
C 3.393 3.436 5.059
F 3.722 2.357 5.691
F 2.087 3.321 4.623
F 3.369 4.448 5.909
S 4.377 3.751 3.563
O 3.822 3.008 2.476
O 4.362 5.203 3.511
N 5.876 3.357 3.929
S 6.747 2.133 3.684
O 7.016 1.329 4.891
O 6.271 1.396 2.522
C 8.309 2.911 3.208
F 8.696 3.778 4.120
F 9.279 1.971 3.101
F 8.178 3.475 2.035

Values from the calculation:
* HOMO: -6.3 eV
* 2S+1: 1
* lowest unoccupied orbital energy: 1.5858 eV
* net charge: -2

***

Look up the net charge of the fourth one.
0